Entry 1:
C10H14NO2 | the ωB97M-V functional and the def2-TZVPD basis

XYZ file:
```
27
Properties=species:S:1:pos:R:3:forces:R:3:mulliken_charge:R:1
C 3.1277 -0.3424 0.9485 -0.55 0.33 -0.39 -0.264
C 2.1562 -1.0099 0.7581 -3.93 -1.48 0.35 -0.395
C 0.6161 1.6407 -0.8691 -1.56 -0.17 -0.33 -0.822
C 0.1102 0.4437 -0.4265 -2.70 0.26 -0.72 0.631
C -0.5182 2.3185 -1.2968 0.25 -0.43 0.39 0.328
C -0.8581 3.6859 -1.7490 -0.60 -1.91 1.82 -0.991
C 0.8496 -2.6308 -0.5204 -2.17 -0.57 0.66 -0.940
C -2.1462 -0.7279 -0.5296 -2.35 1.13 -1.33 -0.727
C 0.4291 -1.2347 2.9072 -0.60 -0.10 -0.87 -0.810
C 0.9079 -1.6776 0.6373 4.39 0.07 -2.26 0.388
N -1.2449 0.4035 -0.5850 3.20 -1.38 0.72 0.480
O -1.6180 1.5556 -1.1385 -0.19 0.76 -0.34 -0.273
O 0.1136 -1.9116 1.6216 -1.80 -0.52 3.79 -0.337
H 4.0778 -0.0424 0.9875 3.07 1.24 0.37 0.570
H 1.6411 1.8449 -0.9345 0.99 0.74 0.03 0.469
H -1.9407 3.5617 -1.8776 0.16 1.24 0.18 0.325
H -0.4639 4.3057 -0.9327 -0.56 0.60 -0.72 0.313
H -0.4145 3.7798 -2.6805 1.01 1.01 -1.75 0.345
H -0.3060 -2.8851 -0.6790 2.74 -0.39 0.34 0.171
H 1.5783 -3.4121 -0.1601 -1.37 -0.16 -0.93 0.399
H 1.2134 -2.2409 -1.4631 0.19 0.33 -0.01 0.306
H -3.1174 -0.4278 -0.0463 0.89 -0.16 -0.87 0.299
H -2.2674 -1.2776 -1.4994 -0.05 1.02 0.61 0.335
H -1.7155 -1.3935 0.1122 1.28 -1.70 1.87 0.243
H -0.2914 -1.4870 3.7022 0.15 -0.14 -0.86 0.262
H 0.3780 -0.2089 2.6187 -0.21 1.02 0.42 0.359
H 1.4392 -1.3889 3.2528 0.33 -0.64 -0.17 0.337
```
Positions in Å, forces in eV/Å.

Computed properties:
**Orbital gap (spin up / spin down)**: 5.8 / 7.4 eV
**<S²>**: 2.023
**Relative energy (zero: lowest compared OMol25 entry of this formula, charge and spin)**: 126.7 kcal/mol
**Molar mass**: 180.227 u
**Charge**: +1
**2S+1**: 3

=====

Entry 2:
C28H30F6N4O4PPd | the ωB97M-V functional and the def2-TZVPD basis

XYZ file:
```
74
Properties=species:S:1:pos:R:3:forces:R:3:mulliken_charge:R:1
Pd -0.8848 0.0722 -0.2294 0.43 -0.10 0.58 0.524
C -4.2541 0.8503 2.7187 0.02 -0.01 0.00 -1.256
C -3.4781 -0.3470 3.1807 -0.04 -0.06 -0.01 0.896
C -4.0828 -1.3379 3.9470 0.00 0.02 -0.01 -0.785
C -3.3907 -2.4723 4.3479 0.00 0.02 0.00 -0.767
C -2.0627 -2.6187 3.9771 -0.01 0.01 -0.03 -0.947
C -1.4274 -1.6465 3.2121 0.00 -0.01 0.07 1.179
C 0.0201 -1.7960 2.8381 0.08 0.00 0.03 -1.077
C -2.1344 -0.5031 2.8107 0.05 0.00 -0.11 -0.247
N -1.4748 0.4098 1.9702 -0.19 0.09 0.04 1.377
C -1.1255 1.5889 2.4609 0.16 0.17 -0.08 -0.392
O -1.3561 2.0938 3.5773 -0.04 -0.09 -0.02 -0.837
C -0.2390 2.3952 1.5096 -0.02 -0.07 0.04 0.088
C 0.0943 3.7282 1.7055 -0.01 -0.09 0.01 -0.571
C 0.9429 4.3296 0.7859 0.05 0.10 0.01 -0.270
C 1.4587 3.6072 -0.2842 0.00 -0.04 0.01 -0.543
C 1.0760 2.2818 -0.4138 0.02 -0.03 -0.04 0.273
N 0.2611 1.7333 0.4763 -0.27 -0.12 -0.23 0.188
C 1.5903 1.3526 -1.5112 0.11 0.12 0.24 -0.377
O 2.5700 1.7362 -2.1747 -0.04 0.02 -0.07 -0.799
N 0.9446 0.1940 -1.5673 -0.26 -0.12 -0.18 -0.055
C 1.4657 -0.8627 -2.3080 0.21 0.19 -0.11 0.099
C 2.7308 -1.4025 -1.9946 0.00 0.06 0.00 1.643
C 3.5221 -0.8327 -0.8535 0.02 -0.06 0.06 -1.778
C 3.2192 -2.4813 -2.7247 0.02 0.00 -0.02 -0.636
C 2.4751 -3.0509 -3.7518 -0.03 0.01 0.05 -0.713
C 1.2186 -2.5307 -4.0344 -0.03 -0.07 0.06 -0.742
C 0.6981 -1.4504 -3.3283 -0.06 -0.12 0.01 1.083
C -0.6622 -0.9145 -3.6566 -0.04 0.05 -0.06 -1.543
H -5.2805 0.8014 3.0892 0.00 0.02 -0.01 0.403
H -4.2759 0.9020 1.6291 0.02 0.00 0.02 0.114
H -3.7847 1.7665 3.0806 0.01 0.01 0.01 0.221
H -5.1267 -1.2154 4.2187 0.00 -0.01 0.01 0.314
H -3.8867 -3.2377 4.9345 0.01 0.00 0.00 0.377
H -1.5029 -3.5000 4.2770 -0.02 0.00 0.01 0.314
H 0.3634 -2.8183 3.0188 0.00 0.01 0.00 0.269
H 0.6472 -1.1167 3.4236 -0.02 0.01 0.00 0.362
H 0.1945 -1.5267 1.7944 -0.06 -0.02 -0.04 -0.159
H -0.3190 4.2471 2.5590 0.01 0.02 -0.01 0.495
H 1.2062 5.3756 0.9024 0.01 -0.01 0.01 0.379
H 2.1348 4.0331 -1.0124 -0.01 0.01 0.01 0.494
H 2.9136 -0.8159 0.0563 0.00 0.01 -0.01 0.192
H 3.8161 0.1982 -1.0579 0.02 -0.03 -0.04 0.349
H 4.4172 -1.4313 -0.6679 0.00 -0.01 0.01 0.414
H 4.2036 -2.8723 -2.4796 -0.01 -0.01 -0.02 0.311
H 2.8642 -3.8930 -4.3135 0.00 0.01 -0.01 0.366
H 0.6079 -2.9751 -4.8138 0.02 -0.01 -0.02 0.333
H -1.1992 -1.6034 -4.3098 0.01 0.03 -0.03 0.420
H -0.5869 0.0579 -4.1500 -0.03 0.00 0.05 0.378
H -1.2734 -0.7494 -2.7675 0.06 -0.03 0.00 0.039
F -2.6560 1.3548 -2.4494 -0.04 0.03 -0.05 -0.344
P -4.0587 0.9345 -1.7520 0.08 0.09 -0.04 1.208
F -5.4546 0.5030 -1.0532 0.01 0.01 0.05 -0.423
F -4.7474 2.2870 -2.3224 -0.08 0.02 -0.03 -0.416
F -3.6243 1.7250 -0.4082 -0.02 0.03 -0.02 -0.368
F -4.4936 0.1415 -3.0945 0.03 -0.03 -0.04 -0.394
F -3.3483 -0.4177 -1.1796 -0.03 -0.04 0.00 -0.458
O -1.9161 -4.0827 -1.9983 0.00 -0.09 0.05 -0.698
C -0.9599 -3.7840 -1.3335 0.12 0.13 -0.06 -0.238
O -0.8557 -2.6619 -0.6283 -0.29 -0.17 -0.02 -0.070
C 0.2875 -4.6631 -1.2401 0.00 -0.01 -0.09 1.151
N 1.3144 -4.0508 -0.3875 -0.07 0.00 0.01 -0.310
C 1.7218 -5.0141 0.6385 0.03 0.05 0.02 -0.691
C 1.2992 -6.3800 0.0990 0.00 -0.01 0.03 -0.589
C -0.0038 -6.0432 -0.6256 -0.01 -0.01 -0.07 -0.982
H 0.6455 -4.7614 -2.2670 0.05 -0.03 -0.02 0.121
H 0.0382 -2.7158 -0.2156 0.04 0.15 0.07 0.224
H 2.0820 -3.6946 -0.9419 0.04 0.00 0.00 -0.058
H 1.1923 -4.8061 1.5738 -0.01 0.02 -0.01 0.120
H 2.7893 -4.9229 0.8427 0.01 -0.04 -0.01 0.400
H 1.1724 -7.1263 0.8852 0.00 -0.01 -0.01 0.432
H 2.0432 -6.7517 -0.6117 0.00 0.02 -0.01 0.267
H -0.8331 -5.9761 0.0822 0.02 0.03 0.03 0.371
H -0.2822 -6.7676 -1.3886 -0.01 -0.01 0.01 0.346
```
Positions in Å, forces in eV/Å.

Computed properties:
**Orbital gap (spin up / spin down)**: 5.9 / 6.3 eV
**<S²>**: 0.754
**Relative energy (zero: lowest compared OMol25 entry of this formula, charge and spin)**: 15.8 kcal/mol
**Molar mass**: 737.954 u
**Charge**: -2
**2S+1**: 2

=====

Entry 3:
C28H23CoN10O2 | the ωB97M-V functional and the def2-TZVPD basis

XYZ file:
```
64
Properties=species:S:1:pos:R:3:forces:R:3:mulliken_charge:R:1
Co -0.9772 0.5565 -1.0478 0.85 -0.40 0.35 0.365
C -1.7937 -3.1694 -3.3825 0.06 -0.09 0.06 -0.473
C -1.7229 -1.8333 -3.0088 0.07 0.05 -0.08 -0.315
N -1.1367 -1.4667 -1.8738 -0.04 0.11 0.04 0.040
C -0.6204 -2.4301 -1.0923 -0.04 -0.01 0.08 -0.412
C -0.7180 -3.7609 -1.4730 0.01 -0.04 -0.10 -0.182
N -1.2951 -4.1268 -2.6121 0.02 0.02 0.02 -0.519
C -0.0535 -1.9752 0.2042 -0.01 -0.02 -0.11 0.386
C 0.7055 -2.7452 1.0655 0.04 -0.08 -0.06 -0.307
C 1.1312 -2.2001 2.2797 0.01 0.00 0.02 0.592
C 0.7380 -0.8893 2.5715 0.00 0.01 0.16 -0.288
C 0.0172 -0.1705 1.6401 0.02 0.13 -0.02 0.730
N -0.3443 -0.7091 0.4797 -0.40 -0.11 0.08 0.208
C -0.4161 1.2438 1.7851 0.02 -0.11 0.03 -0.670
C -0.0645 2.0733 2.8414 -0.03 0.05 0.09 -0.037
N -0.4639 3.3380 2.9077 0.00 -0.04 -0.01 -0.533
C -1.2298 3.7930 1.9249 0.05 -0.06 0.08 -0.471
C -1.5819 2.9800 0.8545 -0.07 0.00 -0.01 -0.248
N -1.1711 1.7169 0.7829 0.07 0.22 -0.15 0.083
C 1.9734 -2.9767 3.2194 -0.05 0.06 -0.06 0.731
C 1.9655 -4.3663 3.2179 -0.06 -0.16 0.03 -0.600
C 2.7888 -5.0451 4.1061 0.04 0.13 0.05 -0.432
N 3.5957 -4.4310 4.9674 -0.04 0.02 -0.03 -0.545
C 3.6004 -3.1012 4.9722 -0.06 -0.09 -0.07 -0.448
C 2.8127 -2.3353 4.1233 0.11 0.07 0.06 -0.602
H -2.2619 -3.4676 -4.3124 0.00 0.02 0.02 0.416
H -2.1384 -1.0536 -3.6352 0.01 0.00 0.02 0.359
H -0.3382 -4.5541 -0.8404 0.00 0.00 -0.03 0.434
H 0.9917 -3.7478 0.7816 0.01 0.00 0.06 0.555
H 0.9742 -0.4484 3.5294 0.06 -0.04 -0.02 0.704
H 0.5613 1.7187 3.6522 -0.02 0.03 -0.02 0.431
H -1.5619 4.8223 1.9850 0.00 -0.02 -0.02 0.426
H -2.2034 3.3503 0.0473 0.03 0.00 0.01 0.334
H 1.3091 -4.9372 2.5736 0.02 0.03 0.00 0.440
H 2.7972 -6.1284 4.1272 -0.01 0.01 0.00 0.386
H 4.2651 -2.6240 5.6828 0.00 0.00 -0.02 0.383
H 2.8940 -1.2566 4.1635 0.00 -0.02 -0.01 0.452
C -4.7242 2.1669 -2.8639 0.03 -0.02 0.01 -1.555
C -3.3522 1.7824 -2.4167 -0.09 -0.11 0.09 0.245
N -3.0890 0.8771 -1.5142 0.01 0.24 -0.31 0.315
O -4.1853 0.2492 -1.0409 0.05 0.00 0.13 -0.496
C -2.1833 2.4179 -2.9986 -0.06 -0.04 0.06 0.479
C -2.2916 3.5188 -3.9775 0.07 -0.08 -0.01 -1.464
N -0.9911 1.9320 -2.5689 -0.25 0.50 -0.53 0.839
O 0.0306 2.4304 -3.0938 -0.02 -0.10 0.17 -0.548
H -5.4878 1.6880 -2.2629 -0.02 0.00 0.02 0.490
H -4.8747 1.8847 -3.9084 0.02 -0.02 0.02 0.338
H -4.8454 3.2495 -2.8043 0.01 -0.01 0.00 0.363
H -3.8788 -0.3220 -0.3209 0.00 0.00 -0.05 0.396
H -2.9906 3.2555 -4.7736 -0.02 0.01 0.03 0.395
H -1.3197 3.7525 -4.3984 0.00 0.03 -0.02 0.440
H -2.6901 4.4138 -3.4882 -0.02 -0.02 0.00 0.348
N 3.6558 4.4323 1.2808 -0.04 -0.07 -0.09 -0.404
C 3.4364 3.4737 0.6871 0.06 -0.01 0.04 -0.228
C 3.1136 2.2525 -0.0013 0.01 0.05 0.01 -0.033
C 4.0554 1.2562 -0.2385 0.00 0.05 0.03 -0.254
C 3.6382 0.1010 -0.8765 0.04 0.00 -0.03 -0.944
C 2.3034 -0.0316 -1.2157 -0.07 -0.04 -0.02 -0.506
N 1.3903 0.9166 -0.9791 -0.30 0.00 -0.03 0.232
C 1.8030 2.0476 -0.4119 -0.02 0.06 -0.04 -0.042
H 5.0840 1.3931 0.0670 0.00 -0.01 -0.01 0.566
H 4.3391 -0.6889 -1.1087 -0.03 0.00 0.01 0.492
H 1.9501 -0.9336 -1.7031 -0.01 0.01 0.02 0.521
H 1.0759 2.8418 -0.2768 0.00 -0.07 0.04 0.642
```
Positions in Å, forces in eV/Å.

Computed properties:
**Orbital gap (spin up / spin down)**: 7.4 / 5.7 eV
**<S²>**: 6.068
**Molar mass**: 590.493 u
**Charge**: +2
**2S+1**: 5

=====

Entry 4:
C3H4N2O | the ωB97M-V functional and the def2-TZVPD basis

XYZ file:
```
10
Properties=species:S:1:pos:R:3:forces:R:3:mulliken_charge:R:1
O -1.5609 1.4526 0.1549 -0.09 -0.36 -0.15 -0.524
C -1.5396 0.2830 -0.1520 -0.01 0.20 0.06 0.067
N -0.4544 -0.5339 0.0443 -0.01 0.20 -0.15 -0.152
C 0.7704 0.0336 0.4937 -0.23 0.30 0.51 -0.336
C 2.1617 -0.4837 -1.0391 0.53 0.61 -0.53 -0.068
N 1.6998 0.5492 -0.6600 -0.12 -1.53 0.05 -0.198
H -2.3998 -0.2430 -0.6010 0.08 0.05 0.06 0.331
H -0.4747 -1.4715 -0.3357 0.07 0.25 0.09 0.259
H 0.5586 0.9695 0.9813 -0.22 0.02 0.41 0.271
H 1.2921 -0.6521 1.1682 0.01 0.26 -0.35 0.351
```
Positions in Å, forces in eV/Å.

Computed properties:
**Orbital gap**: 11.0 eV
**Relative energy (zero: lowest compared OMol25 entry of this formula, charge and spin)**: 58.4 kcal/mol
**Molar mass**: 84.078 u
**2S+1**: 1